C22H31BNO9 | the ωB97M-V functional and the def2-TZVPD basis

```
64
Properties=species:S:1:pos:R:3:forces:R:3
C 0.2319 0.4120 0.2408 0.30 0.39 -0.92
C -0.0804 0.7187 -1.2926 0.17 -0.57 0.28
B 0.9521 -0.0643 -2.2372 -0.02 1.08 0.06
O 2.1633 0.5902 -2.5725 -1.23 -1.53 0.24
C 0.6391 -1.5458 -2.7749 1.39 0.15 0.47
C 1.2555 -2.5987 -1.7402 -0.80 -1.00 -0.65
C 0.1479 -3.7215 -1.6934 1.14 1.50 0.62
N -1.0985 -2.9120 -1.9138 -0.81 0.65 1.81
C -2.4398 -3.6180 -1.7848 -1.15 -1.50 -0.63
C -2.3087 -5.1475 -1.4593 0.25 1.10 0.16
C -3.3595 -3.4829 -3.0430 -0.52 0.52 0.64
C -4.3435 -2.2903 -2.8438 -0.19 -0.71 0.11
C -0.8769 -1.9125 -3.0019 2.67 -1.08 -0.82
H 0.8014 1.2736 0.6202 -0.33 -0.45 0.25
H 0.8702 -0.4708 0.3794 -0.29 0.23 0.09
H -0.7049 0.2717 0.7984 0.43 0.16 -0.02
H 0.0402 1.8015 -1.4692 -0.32 -0.40 0.08
H -1.1367 0.4290 -1.4500 0.38 0.31 -0.19
H 2.0081 1.2392 -3.2583 0.24 0.61 -0.06
H 1.2695 -1.7175 -3.6654 -0.76 0.22 -0.03
H 1.4823 -2.2158 -0.7308 -0.43 -0.05 -0.39
H 2.1853 -3.0840 -2.0768 -0.31 0.54 -0.14
H 0.1386 -4.0617 -0.6494 -0.32 -0.61 -0.66
H 0.2603 -4.4950 -2.4570 -0.08 0.16 0.29
H -1.0707 -2.3211 -1.0764 -0.11 -0.03 -0.04
H -2.9718 -3.1367 -0.9461 0.39 -0.07 -0.33
H -3.3339 -5.5258 -1.3623 0.38 -0.01 -0.13
H -1.7868 -5.6363 -2.2931 -0.26 -0.15 0.37
H -1.8029 -5.3324 -0.4989 -0.05 -0.01 -0.45
H -2.8235 -3.4682 -4.0021 -0.03 0.11 0.38
H -3.9867 -4.3900 -3.0600 0.36 0.33 -0.10
H -3.8526 -1.3181 -2.6910 -0.15 -0.27 -0.26
H -4.9236 -2.5181 -1.9284 0.27 0.26 -0.33
H -5.0945 -2.2464 -3.6485 0.50 0.21 0.15
H -0.8751 -2.5188 -3.9181 -0.60 0.65 0.03
H -1.5362 -1.0397 -3.0022 -0.13 -0.65 0.16
C 3.1682 -0.5192 5.7361 -0.07 0.29 0.18
C 2.8705 -1.1780 4.6140 0.54 -0.55 0.31
C 1.9044 -0.6283 3.6185 -0.46 0.71 -0.05
O 1.6736 -1.2472 2.5937 0.22 -0.49 -0.01
C 1.2643 0.6484 3.9132 0.00 -0.39 -0.33
C 1.5588 1.3094 5.0348 -0.62 0.67 -0.29
C 2.5440 0.7745 6.0209 0.51 -0.57 0.24
O 2.7918 1.4196 7.0174 -0.23 0.28 -0.05
O 0.9861 2.4848 5.3317 0.46 -0.56 0.12
O 3.4257 -2.3670 4.3227 -0.41 0.51 -0.14
H 3.8678 -0.9051 6.4644 0.00 0.00 -0.02
H 0.5552 1.0261 3.1897 0.03 0.05 0.02
H 1.3675 2.7512 6.1872 0.00 0.15 0.13
H 3.0496 -2.6249 3.4661 0.02 -0.13 -0.14
C -0.3917 6.5969 0.1760 -0.07 -0.13 0.38
C 0.1777 6.2920 -0.9931 -0.33 0.79 -0.25
C 0.9523 5.0301 -1.1819 0.26 -0.56 0.35
O 1.4352 4.7846 -2.2706 -0.12 0.18 -0.22
C 1.0989 4.1361 -0.0338 0.04 0.05 -0.40
C 0.5318 4.4422 1.1358 0.39 -0.82 0.27
C -0.2656 5.6908 1.3170 -0.29 0.75 -0.32
O -0.7763 5.9128 2.3956 0.11 -0.32 0.21
O 0.6474 3.6417 2.2077 -0.28 0.54 -0.32
O 0.0814 7.1026 -2.0579 0.22 -0.63 0.32
H -0.9569 7.5064 0.3234 0.01 -0.01 -0.02
H 1.6776 3.2336 -0.1778 0.05 0.04 0.01
H 0.1492 4.0819 2.9205 0.00 -0.01 0.19
H 0.5730 6.6581 -2.7691 0.06 0.05 -0.19
```
Positions in Å, forces in eV/Å.

**Molecular weight**: 464.30 g mol⁻¹
**Largest force on an atom**: 3.00 eV/Å
**HOMO-LUMO gap**: 8.1 eV
**Calculated total energy**: -43904.011 eV
**Total charge**: +1